[1]
Entry from the Open Molecules 2025 dataset: a molecular structure, C44H58FHfN6O3P3S (wB97M-V/def2-TZVPD).

Results
Net charge ... +4
Gap between HOMO and LUMO ... 4.241 eV
HOMO energy ... -0.54336 Ha

Last column: Löwdin charge in e.
CARTESIAN COORDINATES (ANGSTROEM)
Hf  0.021  1.021  -1.875  1.230
C  3.287  0.342  -3.673  -0.209
P  1.955  1.737  -3.522  0.809
C  3.158  3.140  -3.119  -0.234
C  1.663  2.161  -5.377  -0.330
C  0.232  1.752  -5.764  -0.395
P  -0.589  0.768  -4.489  0.732
C  -2.353  1.202  -4.888  -0.233
C  -0.417  -1.121  -4.748  -0.202
H  4.245  0.757  -4.128  0.090
H  2.946  -0.500  -4.287  0.038
H  3.524  0.017  -2.683  0.008
H  3.893  3.370  -3.905  0.071
H  3.669  2.931  -2.137  0.065
H  2.639  4.071  -2.881  0.046
H  2.385  1.690  -6.049  0.103
H  1.846  3.189  -5.514  0.068
H  0.348  1.159  -6.680  0.106
H  -0.400  2.623  -6.084  0.113
H  -2.406  2.253  -5.225  0.051
H  -2.867  1.133  -3.896  0.016
H  -2.885  0.543  -5.628  0.082
H  -1.149  -1.384  -5.573  0.077
H  -0.888  -1.649  -3.880  0.042
H  0.622  -1.398  -4.937  0.036
F  2.443  -5.198  -0.885  0.091
C  2.790  -4.220  -0.032  -0.154
C  2.033  -3.042  -0.187  0.073
C  2.262  -1.883  0.533  -0.066
C  1.790  -0.590  0.080  -0.179
O  1.006  -0.569  -1.013  -0.245
C  2.244  0.568  0.811  -0.016
C  3.227  0.418  1.788  0.124
N  3.673  -0.803  2.216  0.031
C  4.835  -0.869  3.022  -0.263
C  4.967  -0.094  4.410  -0.023
C  4.740  -1.571  4.343  -0.131
C  3.336  -1.963  1.493  -0.082
C  4.030  -3.143  1.729  0.078
C  3.718  -4.349  1.037  -0.097
N  4.277  -5.599  1.419  -0.069
C  4.789  -6.502  0.356  -0.092
C  4.776  -7.974  0.793  -0.094
N  5.466  -8.073  2.096  0.070
C  4.810  -7.253  3.209  -0.052
C  4.660  -5.784  2.831  -0.122
C  1.902  1.959  0.452  -0.487
O  2.389  2.972  0.933  0.149
O  0.877  2.063  -0.416  -0.278
H  1.218  -3.049  -0.910  0.134
H  3.726  1.332  2.139  0.178
H  5.822  -0.955  2.515  0.176
H  4.129  0.496  4.737  0.110
H  5.977  0.238  4.650  0.121
H  3.782  -1.937  4.775  0.137
H  5.632  -2.216  4.546  0.128
H  4.917  -3.158  2.364  0.116
H  5.856  -6.229  0.057  0.162
H  4.141  -6.501  -0.508  0.119
H  5.279  -8.645  0.142  0.136
H  3.741  -8.384  0.957  0.167
H  6.409  -7.692  1.893  0.198
H  5.551  -9.039  2.427  0.199
H  5.393  -7.316  4.116  0.143
H  3.794  -7.600  3.428  0.149
H  5.575  -5.199  3.006  0.132
H  3.838  -5.364  3.400  0.141
N  -0.938  3.393  -1.437  0.003
C  -2.218  4.067  -1.463  -0.301
C  -2.574  4.769  -2.611  -0.049
C  -3.731  5.528  -2.564  -0.074
C  -4.429  5.767  -1.399  -0.035
C  -4.064  5.015  -0.296  -0.156
C  -3.020  4.131  -0.288  -0.311
P  -2.978  3.042  1.247  1.045
C  -4.781  2.645  1.477  -0.381
C  -5.670  2.626  0.396  -0.138
C  -7.047  2.503  0.630  -0.062
C  -7.485  2.200  1.955  -0.077
C  -6.587  1.993  2.975  -0.075
C  -5.221  2.145  2.696  -0.099
C  -2.718  4.294  2.557  -0.366
C  -2.985  5.684  2.491  -0.082
C  -3.134  6.393  3.653  -0.075
C  -2.820  5.827  4.860  -0.062
C  -2.453  4.481  4.955  -0.082
C  -2.458  3.695  3.829  -0.146
H  -0.344  3.889  -2.181  0.129
H  -0.506  3.415  -0.519  0.066
H  -2.018  4.681  -3.572  0.119
H  -4.034  6.022  -3.490  0.122
H  -5.208  6.548  -1.447  0.138
H  -4.688  5.135  0.608  0.124
H  -5.334  2.782  -0.633  0.098
H  -7.643  2.668  -0.285  0.115
H  -8.623  2.192  2.095  0.138
H  -6.928  1.722  3.977  0.118
H  -4.521  2.075  3.532  0.095
H  -3.129  6.204  1.530  0.103
H  -3.514  7.402  3.601  0.118
H  -2.855  6.338  5.826  0.122
H  -2.196  4.135  5.945  0.109
H  -2.080  2.657  3.909  0.100
C  -4.887  -2.777  -1.104  -0.037
N  -4.122  -1.533  -1.032  0.003
C  -2.847  -1.352  -0.688  -0.687
S  -2.237  0.277  -0.978  0.613
N  -2.098  -2.261  -0.066  -0.011
C  -2.479  -3.625  0.402  -0.041
H  -4.253  -3.665  -1.147  0.078
H  -5.530  -2.807  -1.951  0.091
H  -5.607  -2.882  -0.264  0.121
H  -4.604  -0.719  -1.436  0.145
H  -1.101  -1.982  0.126  0.135
H  -3.527  -3.619  0.790  0.105
H  -1.823  -3.711  1.261  0.086
H  -2.253  -4.496  -0.281  0.117



[2]
Entry from the Open Molecules 2025 dataset: C4H10O2 in the gas phase (wB97M-V/def2-TZVPD).

Results
Net charge ... 0
Gap between HOMO and LUMO ... 8.079 eV
HOMO energy ... -0.26938 Ha

Last column: natural (NBO) charge in e.
CARTESIAN COORDINATES (ANGSTROEM)
C  1.873  0.798  -0.890  -0.247
O  0.560  0.289  -0.821  -0.577
C  0.446  -0.842  0.051  -0.077
C  -1.040  -1.135  0.236  -0.539
C  -1.866  -0.234  1.134  -0.273
O  -1.464  1.376  0.504  -0.772
H  2.576  0.030  -1.243  0.175
H  1.867  1.629  -1.599  0.196
H  2.211  1.159  0.092  0.173
H  0.914  -0.604  1.019  0.168
H  0.990  -1.688  -0.399  0.172
H  -1.484  -1.241  -0.766  0.200
H  -1.148  -2.121  0.711  0.242
H  -2.344  1.444  0.112  0.523
H  -1.297  -0.102  2.070  0.115
H  -0.795  1.244  -0.212  0.519



[3]
Entry from the Open Molecules 2025 dataset: a molecular structure, C27H50AsMgN5O2Si3 (wB97M-V/def2-TZVPD).

Results
Net charge ... 0
Gap between HOMO and LUMO ... 7.362 eV
HOMO energy ... -0.25617 Ha

Last column: natural (NBO) charge in e.
CARTESIAN COORDINATES (ANGSTROEM)
Mg  -1.737  -0.162  0.494  1.747
N  -3.937  -0.625  0.457  -0.898
C  -4.416  -0.170  1.762  -0.232
C  -3.676  -0.970  2.832  -0.233
N  -2.235  -0.948  2.562  -0.727
C  -1.395  -0.364  3.599  -0.226
C  -1.319  1.139  3.348  -0.234
N  -0.699  1.327  2.038  -0.904
H  -4.253  -0.003  -0.279  0.396
H  -4.264  -1.562  0.249  0.377
H  -5.498  -0.269  1.898  0.182
H  -4.148  0.884  1.848  0.210
H  -4.045  -1.999  2.827  0.196
H  -3.889  -0.552  3.820  0.195
H  -1.908  -1.870  2.294  0.421
H  -0.389  -0.778  3.502  0.206
H  -1.758  -0.575  4.612  0.184
H  -0.787  1.643  4.162  0.187
H  -2.335  1.539  3.310  0.197
H  0.310  1.275  2.113  0.381
H  -0.931  2.233  1.648  0.403
O  -1.384  -2.046  0.244  -0.934
C  -1.633  -2.835  -0.752  0.477
C  -1.817  -4.222  -0.544  -0.341
C  -2.024  -5.096  -1.588  -0.174
C  -2.063  -4.635  -2.906  -0.298
C  -1.910  -3.286  -3.142  -0.145
C  -1.715  -2.369  -2.101  -0.264
C  -1.671  -0.961  -2.428  0.122
N  -1.620  -0.023  -1.558  -0.445
N  -1.707  1.274  -2.027  -0.465
C  -2.167  2.068  -1.088  0.541
O  -2.507  1.688  0.095  -0.905
C  -2.293  3.512  -1.443  -0.042
C  -1.975  3.985  -2.714  -0.200
C  -2.108  5.332  -3.009  -0.218
C  -2.557  6.221  -2.040  -0.213
C  -2.879  5.755  -0.774  -0.209
C  -2.746  4.407  -0.478  -0.221
H  -1.761  -4.589  0.475  0.207
H  -2.142  -6.154  -1.388  0.208
H  -2.223  -5.324  -3.723  0.210
H  -1.947  -2.910  -4.159  0.205
H  -1.757  -0.685  -3.482  0.181
H  -1.635  3.281  -3.460  0.238
H  -1.860  5.693  -3.999  0.211
H  -2.662  7.273  -2.273  0.210
H  -3.232  6.441  -0.014  0.208
H  -3.006  4.027  0.501  0.224
C  2.565  0.482  3.329  -1.116
Si  2.806  -0.891  2.026  1.393
C  2.165  -2.543  2.710  -1.124
C  4.691  -1.072  1.937  -1.116
As  1.439  -0.443  0.150  -0.550
Si  2.456  -1.915  -1.413  1.431
C  1.856  -3.669  -1.060  -1.120
C  1.984  -1.387  -3.168  -1.117
C  4.354  -2.048  -1.410  -1.112
Si  2.366  1.636  -0.520  1.399
C  1.952  1.980  -2.331  -1.126
C  4.243  1.796  -0.292  -1.119
C  1.593  3.088  0.435  -1.115
H  3.155  0.265  4.221  0.243
H  1.528  0.607  3.647  0.216
H  2.912  1.441  2.933  0.234
H  2.368  -2.673  3.775  0.236
H  2.651  -3.365  2.179  0.238
H  1.089  -2.640  2.545  0.238
H  5.071  -1.361  2.919  0.238
H  5.182  -0.141  1.648  0.238
H  4.996  -1.840  1.226  0.238
H  0.799  -3.777  -1.296  0.254
H  1.982  -3.910  -0.001  0.233
H  2.415  -4.402  -1.645  0.237
H  0.990  -0.938  -3.194  0.243
H  1.990  -2.241  -3.848  0.243
H  2.698  -0.654  -3.545  0.233
H  4.698  -2.721  -0.623  0.229
H  4.850  -1.085  -1.274  0.229
H  4.682  -2.462  -2.366  0.240
H  2.641  1.469  -3.004  0.231
H  2.004  3.049  -2.548  0.240
H  0.936  1.644  -2.556  0.261
H  4.762  0.941  -0.729  0.232
H  4.521  1.853  0.763  0.229
H  4.615  2.698  -0.783  0.240
H  0.518  3.143  0.242  0.235
H  2.031  4.024  0.081  0.244
H  1.754  3.040  1.515  0.223



[4]
Entry from the Open Molecules 2025 dataset: a gas-phase ion, C3HS2 (charge -1) (wB97M-V/def2-TZVPD).

Results
Net charge ... -1
Gap between HOMO and LUMO (spin up / spin down) ... 6.612 / 6.780 eV
HOMO energy (spin up / spin down) ... -0.10681 / -0.11334 Ha

Last column: natural (NBO) charge in e.
CARTESIAN COORDINATES (ANGSTROEM)
C  0.655  -0.023  0.031  -0.587
C  0.049  1.260  -0.062  -0.149
C  0.202  -1.344  0.016  -0.169
S  -1.421  1.940  0.010  -0.135
S  -1.284  -1.995  -0.010  -0.137
H  1.799  0.162  0.014  0.177



no.,maximum force (eV Å⁻¹)
1,5.29
2,0.37
3,0.92
4,3.46